Record 1
{"formula": "C41H42AsCoN4", "method": "ωB97M-V/def2-TZVPD", "s_squared": 6.045, "de_lowest_kj_mol": 68.57, "charge": 2, "total_energy_ev": -147610.766, "gap_ev": [6.7, 5.4], "max_force_ha_per_bohr": 0.0270, "spin_multiplicity": 5, "symbols": ["Co", "C", "C", "C", "C", "C", "C", "N", "C", "C", "C", "C", "C", "N", "C", "C", "C", "C", "C", "C", "N", "H", "H", "H", "H", "H", "H", "H", "H", "H", "H", "H", "H", "H", "H", "H", "C", "C", "C", "C", "C", "C", "As", "N", "C", "C", "C", "C", "C", "C", "C", "C", "C", "C", "C", "C", "C", "C", "C", "C", "C", "C", "H", "H", "H", "H", "H", "H", "H", "H", "H", "H", "H", "H", "H", "H", "H", "H", "H", "H", "H", "H", "H", "H", "H", "H", "H", "H", "H"], "xyz": [[2.154, -0.225, 0.637], [2.987, -1.950, 3.059], [1.831, -1.059, 3.368], [0.963, -1.332, 4.417], [-0.042, -0.428, 4.696], [-0.086, 0.773, 3.999], [0.831, 1.007, 2.984], [1.713, 0.057, 2.638], [1.115, 2.376, 0.791], [0.999, 3.741, 0.196], [1.845, 4.152, -0.783], [2.872, 3.314, -1.248], [3.068, 2.092, -0.598], [2.325, 1.717, 0.424], [4.061, 1.091, -1.016], [5.083, 1.386, -1.905], [5.931, 0.368, -2.316], [5.765, -0.896, -1.779], [4.730, -1.129, -0.872], [4.575, -2.485, -0.264], [3.876, -0.160, -0.529], [2.692, -2.995, 2.976], [3.708, -1.887, 3.877], [3.477, -1.602, 2.141], [1.093, -2.228, 5.002], [-0.755, -0.623, 5.482], [-0.808, 1.525, 4.271], [0.217, 4.389, 0.555], [1.726, 5.133, -1.215], [3.478, 3.615, -2.081], [5.213, 2.390, -2.271], [6.707, 0.562, -3.041], [6.420, -1.710, -2.053], [5.015, -3.245, -0.906], [3.526, -2.726, -0.093], [5.109, -2.529, 0.688], [-3.435, -3.392, 3.764], [-2.755, -2.743, 2.607], [-1.436, -3.028, 2.282], [-0.852, -2.511, 1.140], [0.545, -2.930, 0.779], [-1.576, -1.633, 0.318], [-0.498, -0.991, -1.242], [0.345, 0.345, -0.237], [-0.026, 1.468, 0.251], [-1.372, 1.948, 0.301], [-1.910, 2.816, 1.184], [-1.300, 3.508, 2.289], [-0.078, 3.337, 2.811], [0.981, 2.385, 2.348], [-1.633, -0.227, -2.672], [-2.639, -1.065, -3.190], [-2.848, -2.471, -2.714], [-3.472, -0.579, -4.188], [-3.288, 0.681, -4.747], [-4.186, 1.227, -5.802], [-2.197, 1.433, -4.318], [-1.349, 0.986, -3.320], [-0.152, 1.818, -2.969], [-2.891, -1.301, 0.647], [-3.794, -0.404, -0.146], [-3.453, -1.877, 1.782], [-2.725, -3.884, 4.420], [-4.134, -4.143, 3.399], [-4.008, -2.671, 4.341], [-0.867, -3.694, 2.914], [0.938, -3.618, 1.522], [1.222, -2.042, 0.711], [0.563, -3.437, -0.191], [-2.018, 1.498, -0.441], [-2.964, 3.030, 1.064], [-1.926, 4.254, 2.756], [0.212, 3.957, 3.648], [1.952, 2.753, 2.707], [-2.162, -2.745, -1.910], [-2.689, -3.164, -3.540], [-3.868, -2.624, -2.367], [-4.268, -1.211, -4.551], [-4.916, 0.496, -6.136], [-3.605, 1.569, -6.658], [-4.719, 2.096, -5.415], [-1.998, 2.387, -4.785], [0.173, 2.381, -3.842], [0.686, 1.196, -2.638], [-0.388, 2.539, -2.182], [-3.309, 0.023, -1.019], [-4.175, 0.397, 0.487], [-4.660, -0.969, -0.488], [-4.486, -1.659, 2.005]], "mulliken_charge": [-0.472, -1.328, 1.138, -0.931, -0.848, -0.784, 0.386, 0.154, 2.249, -1.291, -1.125, -0.964, 1.207, -0.285, 0.639, -0.927, -0.692, -0.938, 0.922, -1.422, 0.088, 0.330, 0.503, -0.041, 0.535, 0.522, 0.559, 0.493, 0.492, 0.370, 0.444, 0.471, 0.512, 0.535, 0.108, 0.261, -1.834, 0.643, -0.821, -0.509, -0.289, 0.341, 0.971, -0.760, 1.607, -0.807, -0.679, -0.658, -1.173, 0.173, 0.050, 0.918, -2.062, -0.801, 0.695, -1.609, -0.741, 0.441, -1.565, 1.846, -2.136, -0.779, 0.386, 0.372, 0.420, 0.394, 0.562, -0.436, 0.608, 0.483, 0.539, 0.489, 0.515, 0.736, 0.276, 0.516, 0.350, 0.429, 0.364, 0.387, 0.333, 0.488, 0.617, 0.130, 0.226, -0.155, 0.501, 0.609, 0.530]}

Record 2
{"formula": "C41H42BrF4InN8O4P", "method": "ωB97M-V/def2-TZVPD", "de_lowest_kj_mol": 0.00, "charge": 1, "total_energy_ev": -158677.965, "gap_ev": 8.5, "max_force_ha_per_bohr": 0.0107, "symbols": ["In", "F", "C", "C", "F", "C", "F", "C", "P", "C", "C", "C", "C", "C", "C", "C", "C", "C", "C", "C", "C", "C", "Br", "C", "F", "H", "H", "H", "H", "H", "H", "H", "H", "H", "H", "C", "N", "C", "C", "N", "N", "C", "N", "N", "H", "H", "H", "H", "H", "H", "H", "H", "H", "H", "H", "C", "C", "N", "C", "C", "N", "C", "C", "H", "H", "H", "H", "H", "H", "H", "H", "H", "H", "H", "H", "O", "C", "O", "C", "C", "C", "C", "C", "C", "N", "O", "O", "H", "H", "H", "H", "C", "C", "C", "C", "C", "C", "H", "H", "H", "H", "H"], "xyz": [[0.482, -0.944, -0.547], [0.076, 3.238, 7.577], [-0.241, 2.941, 6.329], [-1.272, 3.610, 5.696], [-1.941, 4.557, 6.337], [-1.585, 3.289, 4.385], [-2.554, 3.996, 3.806], [-0.912, 2.300, 3.678], [-1.404, 1.794, 1.980], [-3.226, 1.824, 2.060], [-3.813, 0.722, 2.683], [-5.192, 0.616, 2.784], [-5.999, 1.601, 2.230], [-5.423, 2.692, 1.595], [-4.043, 2.810, 1.517], [-0.936, 3.258, 0.995], [-0.024, 4.212, 1.443], [0.432, 5.210, 0.587], [-0.014, 5.264, -0.726], [-0.927, 4.319, -1.180], [-1.381, 3.323, -0.328], [0.144, 1.660, 4.336], [1.213, 0.382, 3.450], [0.471, 1.971, 5.642], [1.475, 1.363, 6.268], [-3.185, -0.057, 3.105], [-5.636, -0.234, 3.285], [-7.076, 1.518, 2.295], [-6.051, 3.463, 1.169], [-3.609, 3.682, 1.045], [0.337, 4.183, 2.463], [1.124, 5.957, 0.956], [0.332, 6.046, -1.389], [-1.287, 4.357, -2.201], [-2.083, 2.584, -0.701], [5.806, -0.804, 1.003], [4.500, -1.437, 0.860], [4.456, -2.898, 0.805], [3.360, -0.738, 0.724], [2.175, -1.264, 0.837], [3.511, 0.607, 0.452], [2.515, 1.527, 0.178], [2.947, 2.815, 0.209], [1.327, 1.169, -0.138], [6.477, -1.507, 1.489], [5.751, 0.071, 1.652], [6.241, -0.531, 0.037], [5.418, -3.255, 0.448], [3.694, -3.224, 0.096], [4.267, -3.335, 1.789], [2.235, -2.245, 1.080], [4.452, 0.938, 0.332], [3.740, 3.055, 0.782], [2.247, 3.538, 0.115], [0.712, 1.968, -0.260], [-0.986, -3.623, 0.127], [-2.092, -4.464, 0.805], [-2.955, -3.624, 1.631], [-2.151, -3.007, 2.678], [-0.995, -2.178, 2.064], [-1.091, -2.199, 0.581], [-2.437, -1.680, 0.192], [-3.540, -2.578, 0.798], [-1.062, -3.641, -0.958], [0.012, -3.981, 0.365], [-1.654, -5.236, 1.438], [-2.704, -4.966, 0.056], [-1.760, -3.788, 3.331], [-2.802, -2.372, 3.282], [-0.019, -2.583, 2.338], [-1.023, -1.137, 2.383], [-2.484, -1.650, -0.895], [-2.507, -0.652, 0.555], [-4.126, -3.052, 0.010], [-4.224, -1.985, 1.405], [1.126, -4.381, -2.714], [1.542, -3.267, -2.464], [1.465, -2.704, -1.290], [2.205, -2.446, -3.550], [2.857, -1.249, -3.285], [3.414, -0.494, -4.308], [3.319, -0.930, -5.619], [2.671, -2.128, -5.862], [2.119, -2.899, -4.860], [2.554, -2.594, -7.262], [3.052, -1.899, -8.125], [1.964, -3.635, -7.458], [2.938, -0.899, -2.262], [3.916, 0.439, -4.088], [3.730, -0.367, -6.444], [1.617, -3.829, -5.080], [-1.520, 0.221, -4.933], [-1.043, 1.236, -4.117], [-0.539, 0.937, -2.857], [-0.503, -0.368, -2.369], [-0.985, -1.373, -3.214], [-1.488, -1.090, -4.476], [-1.905, 0.446, -5.919], [-1.050, 2.261, -4.468], [-0.150, 1.759, -2.269], [-0.965, -2.413, -2.903], [-1.845, -1.894, -5.106]], "mulliken_charge": [1.342, -0.275, 0.590, 0.324, -0.286, 0.530, -0.344, -0.403, 1.546, 0.003, -0.591, -0.655, -0.671, -0.713, -0.114, -0.017, -0.677, -1.041, -0.534, -0.674, -0.468, 0.016, -0.065, 0.079, -0.321, 0.284, 0.494, 0.414, 0.453, 0.417, 0.392, 0.465, 0.439, 0.473, 0.667, -1.301, 0.336, -1.266, -0.242, -0.110, 0.225, 0.292, -0.455, 0.650, 0.435, 0.453, 0.343, 0.484, 0.395, 0.305, 0.095, 0.292, 0.212, 0.116, -0.993, -0.320, -0.977, -0.130, -1.064, 1.157, -0.157, 0.426, -0.972, 0.154, 0.492, 0.279, 0.361, 0.316, 0.385, 0.730, -1.184, 0.609, -0.499, 0.298, 0.340, -0.714, -0.189, -0.108, 0.367, 0.466, -0.784, -0.485, -0.231, -0.597, 1.047, -0.626, -0.599, 0.435, 0.463, 0.543, 0.612, -0.797, -0.851, -0.204, 0.432, 0.294, -1.007, 0.413, 0.450, 0.362, 0.218, 0.505]}